105
Properties=species:S:1:pos:R:3 method="wB97M-V/def2-TZVPD" total_energy_ha=-7769.4228 de_lowest_kcal_mol=34.0 multiplicity=2 orbital_gap_ha="0.2586 / 0.2593"
Co -0.015 -0.102 -1.167
C 1.627 3.906 -0.911
C 1.062 4.487 0.385
C -0.328 5.098 0.182
C 1.987 5.593 0.884
N 1.005 3.394 1.415
C 1.806 3.361 2.548
C 1.519 2.230 3.211
N 0.540 1.560 2.502
B 0.019 0.199 3.033
N -1.466 -0.028 2.597
C -2.392 0.868 3.080
C -3.614 0.452 2.702
N -3.445 -0.728 2.001
C -2.117 -0.995 1.938
S -1.354 -2.129 0.780
C -4.587 -1.542 1.450
C -4.367 -3.030 1.746
C -5.871 -1.106 2.156
C -4.710 -1.286 -0.047
N 1.065 -0.913 2.724
C 1.478 -1.749 3.751
C 2.607 -2.357 3.372
N 2.935 -1.880 2.105
C 1.972 -0.996 1.708
S 1.934 -0.143 0.230
C 4.137 -2.399 1.362
C 4.815 -1.337 0.491
C 3.665 -3.565 0.498
C 5.175 -2.864 2.390
C 0.236 2.266 1.388
S -0.891 1.796 0.175
H 1.502 4.622 -1.727
H 1.114 2.986 -1.180
H 2.693 3.684 -0.792
H -0.259 5.910 -0.546
H -0.701 5.508 1.126
H -1.040 4.363 -0.184
H 1.984 6.390 0.141
H 3.016 5.247 1.000
H 1.636 6.013 1.830
H 2.504 4.137 2.799
H 1.932 1.832 4.124
H -0.039 0.273 4.238
H -2.100 1.742 3.641
H -4.573 0.899 2.882
H -4.043 -3.177 2.781
H -3.633 -3.473 1.078
H -5.314 -3.556 1.605
H -5.779 -1.194 3.242
H -6.677 -1.760 1.828
H -6.156 -0.084 1.897
H -3.821 -1.621 -0.577
H -4.834 -0.222 -0.253
H -5.577 -1.823 -0.441
H 0.924 -1.828 4.671
H 3.207 -3.072 3.903
H 4.246 -1.118 -0.404
H 5.796 -1.716 0.198
H 4.949 -0.403 1.043
H 2.881 -3.225 -0.183
H 3.267 -4.377 1.113
H 4.498 -3.952 -0.094
H 5.365 -2.083 3.129
H 6.108 -3.072 1.869
H 4.878 -3.779 2.906
F -4.017 5.556 -3.219
C -3.552 4.323 -3.022
C -2.221 4.031 -3.228
F -1.384 4.993 -3.628
C -1.755 2.746 -3.030
F -0.459 2.545 -3.287
C -2.560 1.693 -2.603
S -2.042 0.041 -2.354
C -3.897 2.040 -2.407
F -4.765 1.116 -1.977
C -4.393 3.310 -2.618
F -5.690 3.569 -2.424
C 2.810 1.809 -3.328
As 1.622 0.286 -3.012
C 2.961 -1.132 -3.169
C 0.820 0.124 -4.775
H 3.401 1.625 -4.226
H 3.479 1.919 -2.473
H 2.239 2.730 -3.452
H 3.948 -0.705 -3.344
H 2.689 -1.774 -4.005
H 2.972 -1.737 -2.264
H 1.599 0.093 -5.536
H 0.152 0.962 -4.965
H 0.238 -0.795 -4.790
C -1.600 -3.810 -2.396
P -0.125 -3.356 -1.389
C -0.722 -3.351 1.966
C 1.091 -4.485 -2.189
O 0.282 -1.940 -1.925
H -2.017 -4.772 -2.080
H -1.335 -3.854 -3.457
H -2.351 -3.027 -2.261
H -1.224 -4.300 1.782
H -0.922 -3.012 2.981
H 0.345 -3.469 1.804
H 0.798 -5.524 -2.013
H 2.083 -4.320 -1.765
H 1.124 -4.285 -3.264